# 1
A structure of composition C27H45CoN5O11PS. Source: the OMol25 dataset; level of theory: ωB97M-V/def2-TZVPD.

The geometry in XYZ format:
```
91
Properties=species:S:1:pos:R:3:lowdin_charge:R:1
Co 1.548 -0.521 -0.519 0.65
N 3.504 -0.235 -0.546 0.01
C 4.180 -0.430 -1.851 -0.18
C 3.963 -1.833 -2.378 -0.08
C 2.513 -2.092 -2.765 -0.58
O 2.239 -2.634 -3.813 0.08
O 1.604 -1.774 -1.878 -0.11
H 3.586 0.744 -0.283 0.12
H 3.984 -0.768 0.174 0.12
H 5.244 -0.212 -1.741 0.13
H 3.760 0.305 -2.538 0.13
H 4.251 -2.566 -1.617 0.13
H 4.584 -2.005 -3.254 0.13
O -1.224 6.225 3.735 -0.37
S -0.290 6.700 4.738 0.39
O -0.884 7.151 5.974 -0.35
O 0.797 7.513 4.223 -0.36
C 0.629 5.193 5.195 -0.33
N 1.211 5.105 6.396 0.14
C 1.913 4.010 6.638 -0.11
C 2.066 2.983 5.712 0.00
C 1.430 3.178 4.499 -0.23
N 0.719 4.268 4.249 0.15
C 1.471 2.225 3.358 -0.10
C 0.652 2.481 2.261 0.05
C 0.699 1.642 1.172 -0.07
N 1.508 0.578 1.118 -0.01
C 2.277 0.306 2.180 -0.12
C 2.288 1.098 3.308 0.02
H 2.379 3.943 7.616 0.11
H 2.642 2.099 5.949 0.10
H 0.001 3.346 2.284 0.13
H 0.074 1.803 0.307 0.11
H 2.875 -0.596 2.129 0.12
H 2.938 0.832 4.130 0.12
C -0.609 2.257 -4.133 0.00
N 0.310 2.264 -2.986 -0.12
C 0.545 3.530 -2.298 0.01
C 0.742 1.129 -2.520 -0.21
O 1.495 1.054 -1.494 -0.09
H -0.828 3.287 -4.398 0.09
H -1.524 1.736 -3.854 0.08
H -0.144 1.766 -4.985 0.10
H 0.860 4.278 -3.023 0.10
H 1.319 3.406 -1.547 0.09
H -0.376 3.864 -1.819 0.11
H 0.443 0.233 -3.058 0.13
C 0.558 -4.503 1.253 -0.12
C 0.401 -3.630 2.507 -0.13
C 0.414 -2.225 1.940 -0.17
O 1.395 -2.295 0.880 -0.20
C 1.126 -3.551 0.193 -0.14
H -0.405 -4.891 0.922 0.12
H 1.216 -5.351 1.433 0.11
H 1.244 -3.769 3.185 0.11
H -0.516 -3.837 3.056 0.12
H 0.727 -1.468 2.655 0.11
H -0.552 -1.947 1.515 0.12
H 2.067 -3.888 -0.237 0.13
H 0.416 -3.366 -0.608 0.10
C -4.245 -0.976 1.558 -0.03
C -3.640 -0.235 0.378 -0.61
C -2.905 1.009 0.848 -0.03
C -4.700 0.102 -0.660 -0.03
O -2.711 -1.198 -0.207 -0.15
P -1.569 -0.883 -1.267 0.32
O -1.898 0.193 -2.235 -0.26
O -0.304 -0.630 -0.431 -0.29
O -1.379 -2.317 -1.897 -0.16
C -1.608 -2.751 -3.269 -0.60
C -1.110 -4.187 -3.280 -0.02
C -3.102 -2.668 -3.545 -0.02
C -0.807 -1.909 -4.251 -0.03
H -5.000 -0.357 2.044 0.09
H -3.473 -1.221 2.290 0.08
H -4.712 -1.902 1.221 0.09
H -3.602 1.685 1.343 0.10
H -2.458 1.535 0.002 0.08
H -2.125 0.738 1.561 0.08
H -5.433 0.786 -0.230 0.09
H -5.216 -0.806 -0.977 0.09
H -4.243 0.570 -1.530 0.07
H -1.619 -4.766 -2.508 0.09
H -0.034 -4.211 -3.099 0.08
H -1.311 -4.644 -4.249 0.09
H -3.653 -3.279 -2.829 0.09
H -3.318 -3.027 -4.552 0.09
H -3.443 -1.635 -3.463 0.08
H 0.251 -1.922 -3.978 0.05
H -1.183 -0.888 -4.282 0.06
H -0.899 -2.347 -5.246 0.10
```

Output
Kohn-Sham gap	0.203	hartree
charge	0

---

# 2
A cluster of 2 separate species, C4H14NO2 in total. Source: the OMol25 dataset; level of theory: ωB97M-V/def2-TZVPD.

The geometry in XYZ format:
```
21
Properties=species:S:1:pos:R:3:lowdin_charge:R:1
C 0.907 -0.997 -0.802 -0.09
C 1.586 -0.223 0.357 -0.18
C 0.767 0.817 1.126 -0.17
C 0.016 1.806 0.150 -0.27
O 0.840 2.228 -0.924 -0.07
N -0.434 -1.647 -0.277 0.17
H 0.744 -0.476 -1.722 0.12
H 1.469 -1.766 -1.180 0.09
H 2.509 0.129 -0.075 0.11
H 1.926 -1.008 1.069 0.12
H 0.017 0.210 1.712 0.11
H 1.234 1.470 1.906 0.13
H -0.433 2.677 0.776 0.14
H -0.967 1.365 -0.102 0.09
H 1.631 2.734 -0.599 0.13
H -0.066 -2.071 0.571 0.14
H -1.239 -0.992 -0.041 0.09
H -0.771 -2.454 -0.848 0.18
H -3.286 0.264 -0.515 0.15
H -3.598 -1.391 -0.288 0.13
O -2.851 -0.673 -0.293 -0.14
```

Output
Kohn-Sham gap	0.384	hartree
charge	+1
energy relative to the best compared isomer or geometry (same formula, charge and spin)	2.082	eV